# 1
The following is a DFT calculation (wB97M-V/def2-TZVPD) of a structure of composition C34H30CdF6N6O5S.

Output
* frontier orbital gap: 0.2926 hartree
* 2S+1: 1
* E_LUMO: -0.48 eV
* energy relative to the best compared isomer or geometry (same formula, charge and spin): 0.0 kcal/mol

Cartesian coordinates (Å):
1 Cd 0.12218 0.55043 0.99892
2 C -4.26133 -1.62315 1.22802
3 O -4.08778 -0.89404 -0.02008
4 C -2.84322 -0.40169 0.02660
5 N -2.12867 -0.61963 1.04668
6 C -2.90538 -1.45507 1.96700
7 C -2.23925 -2.77321 2.29746
8 C -0.98956 -3.11709 1.80388
9 C -0.40991 -4.33192 2.14834
10 C -1.07848 -5.21469 2.98301
11 C -2.33426 -4.87832 3.47442
12 C -2.90749 -3.66264 3.13592
13 C -2.35703 0.41658 -1.10752
14 C -3.18117 1.05052 -2.02137
15 C -2.58803 1.88278 -2.96091
16 C -1.21176 2.04979 -2.95666
17 C -0.47966 1.35583 -2.00624
18 N -1.04142 0.54645 -1.12258
19 C 0.98945 1.48436 -1.85956
20 N 1.63617 1.00243 -0.88377
21 C 3.04880 1.35840 -1.06098
22 C 3.04442 2.16115 -2.38849
23 O 1.65152 2.15618 -2.80873
24 C 3.97090 0.15970 -1.07893
25 C 3.53269 -1.10607 -0.70881
26 C 4.40306 -2.18969 -0.75695
27 C 5.71881 -2.01529 -1.16524
28 C 6.16608 -0.74742 -1.51498
29 C 5.29651 0.33254 -1.46928
30 H -4.47422 -2.66091 0.98487
31 H -5.10325 -1.18577 1.75786
32 H -3.02942 -0.89873 2.89737
33 H -0.46601 -2.44451 1.13860
34 H 0.57187 -4.58054 1.76202
35 H -0.62445 -6.16006 3.25349
36 H -2.86400 -5.56170 4.12710
37 H -3.88290 -3.39971 3.53626
38 H -4.25276 0.91445 -1.97337
39 H -3.19917 2.41735 -3.67619
40 H -0.70983 2.71252 -3.64826
41 H 3.32876 2.00278 -0.22542
42 H 3.62836 1.68511 -3.17200
43 H 3.35243 3.19609 -2.26527
44 H 2.50855 -1.25388 -0.39327
45 H 4.04520 -3.16983 -0.46588
46 H 6.39526 -2.86039 -1.20428
47 H 7.19240 -0.59970 -1.82709
48 H 5.65789 1.32012 -1.74096
49 N -0.59167 -1.36771 -3.74742
50 C 0.38067 -1.93326 -2.98744
51 S 0.04643 -2.66861 -1.52624
52 N 1.65417 -1.86321 -3.44759
53 C 2.19840 -1.34749 -4.64550
54 C 3.54597 -0.98873 -4.61040
55 C 4.16732 -0.47907 -5.73640
56 C 3.45728 -0.31962 -6.92031
57 C 2.12904 -0.71020 -6.96663
58 C 1.49656 -1.23293 -5.84507
59 H -1.48776 -1.32723 -3.28990
60 H -0.36063 -0.59244 -4.35022
61 H 2.32680 -2.16233 -2.75750
62 H 4.10261 -1.11292 -3.68797
63 H 5.21428 -0.20808 -5.68680
64 H 3.93881 0.08997 -7.79877
65 H 1.57439 -0.62451 -7.89271
66 H 0.48339 -1.59735 -5.92945
67 O -0.06843 -0.08610 3.20434
68 N 1.05106 -0.62457 3.24909
69 O 1.67591 -0.56845 2.15320
70 C -1.24770 3.42541 2.76237
71 C -0.42571 3.62100 1.48579
72 O -0.50595 2.58170 0.61050
73 C -0.96338 4.87644 0.74217
74 F -1.10246 5.95496 1.53586
75 F -0.18821 5.24546 -0.29177
76 F -2.18323 4.60847 0.23876
77 C 1.05562 3.86366 1.88355
78 F 1.24883 4.99911 2.57311
79 F 1.48889 2.84616 2.65805
80 F 1.87491 3.89617 0.81365
81 H -2.27812 3.23188 2.46576
82 H -1.21417 4.29642 3.41635
83 H -0.86491 2.55598 3.29680

Forces on the atoms, in the same order (eV/Å):
Cd -0.34 0.20 -0.31
C 0.09 0.03 0.00
O -0.02 0.00 0.03
C -0.01 0.02 0.01
N 0.13 -0.09 -0.03
C -0.03 -0.02 -0.06
C 0.04 0.01 0.01
C -0.02 -0.03 -0.02
C 0.00 -0.01 0.02
C 0.00 0.03 -0.01
C 0.00 0.00 -0.01
C 0.00 -0.01 0.02
C 0.03 -0.14 0.10
C -0.11 0.00 -0.09
C -0.02 0.00 -0.01
C 0.03 0.02 -0.07
C 0.06 -0.02 0.02
N 0.11 0.32 -0.02
C 0.01 -0.01 -0.01
N 0.06 -0.10 0.04
C -0.09 0.05 -0.04
C -0.09 -0.01 0.06
O 0.06 0.02 0.01
C -0.03 -0.04 0.00
C 0.00 -0.02 -0.06
C 0.02 0.04 -0.01
C -0.03 -0.02 0.00
C -0.02 0.00 -0.03
C 0.02 0.00 -0.01
H -0.01 -0.02 -0.04
H -0.03 0.05 -0.01
H -0.03 0.03 0.03
H 0.00 0.01 0.07
H -0.06 0.01 0.01
H -0.01 0.03 -0.01
H 0.02 0.03 -0.01
H 0.04 -0.01 -0.01
H 0.02 0.00 -0.01
H 0.01 -0.01 0.01
H -0.03 -0.01 0.01
H 0.02 0.03 0.01
H 0.01 -0.03 -0.06
H -0.04 0.04 -0.01
H -0.01 0.00 0.03
H 0.01 0.01 -0.01
H -0.02 0.03 0.01
H -0.01 0.00 0.02
H -0.01 -0.04 0.01
N -0.06 -0.04 0.11
C 0.09 0.16 -0.02
S -0.06 -0.06 -0.14
N 0.00 -0.01 -0.06
C -0.06 0.02 0.03
C 0.04 0.08 0.06
C -0.02 -0.02 -0.01
C 0.00 0.01 0.02
C 0.03 0.01 0.01
C -0.01 -0.06 0.03
H -0.02 0.02 -0.02
H 0.03 -0.07 -0.06
H 0.07 -0.05 0.01
H 0.02 0.02 0.03
H -0.01 0.01 0.00
H -0.01 -0.02 0.02
H -0.01 -0.01 0.03
H 0.00 0.02 0.00
O 0.25 -0.14 0.34
N 0.00 0.08 -0.27
O -0.02 -0.19 0.38
C 0.01 -0.01 -0.02
C 0.04 0.16 -0.21
O 0.10 -0.04 0.21
C -0.08 -0.17 0.02
F 0.04 0.01 -0.02
F -0.01 -0.02 0.02
F 0.03 0.05 0.03
C -0.17 -0.08 -0.12
F 0.05 -0.04 0.00
F 0.04 0.02 -0.06
F 0.00 0.04 0.09
H 0.00 0.01 0.03
H 0.00 -0.03 0.03
H -0.04 0.00 -0.01

---

# 2
The following is a DFT calculation (wB97M-V/def2-TZVPD) of a structure of composition C34H30Cl2N9O6STi.

Output
* frontier orbital gap (spin up / spin down): 0.2032 / 0.2619 hartree
* 2S+1: 2
* E_LUMO (spin up / spin down): -0.57 / -0.58 eV
* energy relative to the best compared isomer or geometry (same formula, charge and spin): 66.9 kcal/mol
* <S²>: 0.7673

Cartesian coordinates (Å):
1 Ti 0.41452 0.79514 -0.50886
2 O 4.01134 1.51232 3.24528
3 C 3.00683 2.29277 3.67038
4 C 3.11400 2.85911 4.94014
5 C 2.13982 3.71863 5.40737
6 C 1.01026 3.99854 4.64419
7 C 0.86462 3.39808 3.41126
8 C 1.85386 2.55371 2.90591
9 C 1.66024 1.96883 1.57408
10 O 0.48210 1.82366 1.07741
11 N 2.74158 1.62967 0.89438
12 N 2.44672 1.29024 -0.39289
13 C 3.41827 0.84794 -1.11345
14 C 3.32621 0.69633 -2.56206
15 C 4.24733 -0.10387 -3.24321
16 C 4.18698 -0.16924 -4.62319
17 C 3.21986 0.57057 -5.28443
18 C 2.32894 1.31463 -4.51967
19 N 2.36823 1.37950 -3.20124
20 H 3.83649 1.28264 2.30649
21 H 3.98945 2.63094 5.53311
22 H 2.26226 4.17677 6.38013
23 H 0.25614 4.68290 5.00847
24 H -0.00914 3.57723 2.79781
25 H 4.37215 0.63096 -0.63883
26 H 4.97451 -0.67411 -2.68001
27 H 4.87079 -0.79495 -5.18097
28 H 3.15843 0.56423 -6.36372
29 H 1.54498 1.89444 -4.99881
30 N -1.41854 1.27975 -2.65190
31 N -1.40262 2.51682 -3.27420
32 C -0.69921 3.52915 -2.72208
33 N -0.79834 4.72675 -3.33566
34 S 0.29295 3.34447 -1.40132
35 H -1.31130 0.52374 -3.31276
36 H -2.22848 1.14500 -2.05708
37 H -2.13406 2.73640 -3.93543
38 H -1.48119 4.92098 -4.04702
39 H -0.31682 5.49509 -2.90513
40 O 1.11455 -0.66871 0.36734
41 N 1.22412 -1.78698 -0.33371
42 N 0.92300 -1.56739 -1.59425
43 O 0.60747 -0.31981 -1.96490
44 C 0.78976 -2.62599 -2.49121
45 C 0.72374 -2.35990 -3.85763
46 C 0.48851 -3.39852 -4.74102
47 C 0.30947 -4.69345 -4.27816
48 C 0.39443 -4.95484 -2.91515
49 C 0.63968 -3.93365 -2.01826
50 H 0.85744 -1.34330 -4.20293
51 H 0.43400 -3.19414 -5.80234
52 H 0.08935 -5.49266 -4.97296
53 H 0.25212 -5.96435 -2.55308
54 H 0.69248 -4.11167 -0.95448
55 Cl -3.40760 -2.31359 4.24396
56 C -4.01873 -2.59002 2.64622
57 C -5.34433 -2.95761 2.51957
58 C -5.89150 -3.19143 1.27318
59 C -5.10129 -3.04763 0.14941
60 C -3.77473 -2.68222 0.27569
61 Cl -2.85662 -2.48597 -1.18475
62 C -3.16283 -2.44373 1.53123
63 N -1.81185 -2.18602 1.68135
64 C -1.24295 -1.27653 2.63459
65 C -0.14506 -1.72171 3.36162
66 C 0.43620 -0.91911 4.32769
67 C -0.09672 0.33247 4.59573
68 C -1.16073 0.79670 3.84242
69 C -1.71998 0.02869 2.82947
70 C -2.76208 0.63498 1.93081
71 C -2.16731 1.17169 0.60207
72 O -2.53976 2.23413 0.13781
73 O -1.32994 0.39018 -0.03559
74 H -5.93715 -3.07800 3.41511
75 H -6.92835 -3.48174 1.18370
76 H -5.50997 -3.21805 -0.83660
77 H -1.24915 -2.30595 0.85525
78 H 0.24527 -2.71032 3.15761
79 H 1.30060 -1.26904 4.87684
80 H 0.33721 0.96080 5.36312
81 H -1.53031 1.80217 4.00504
82 H -3.24938 1.48786 2.39764
83 H -3.52122 -0.11139 1.69004

Forces on the atoms, in the same order (eV/Å):
Ti -1.04 2.17 -1.62
O 0.04 -0.12 0.00
C -0.20 0.12 -0.05
C 0.06 0.04 0.02
C -0.01 -0.09 0.02
C -0.12 0.10 -0.01
C 0.09 -0.04 -0.04
C -0.04 -0.07 0.07
C 0.79 -0.11 -0.27
O 0.37 0.96 1.67
N 0.38 0.23 0.79
N 1.32 0.05 -0.57
C -0.22 0.36 0.57
C -0.16 -0.17 -0.57
C -0.13 0.06 0.32
C -0.10 -0.02 -0.12
C 0.07 -0.12 0.07
C -0.03 0.05 -0.14
N 0.23 0.06 0.14
H 0.03 0.11 -0.02
H 0.03 0.00 -0.03
H -0.01 0.00 0.03
H -0.01 -0.02 0.03
H -0.01 0.01 0.01
H 0.02 0.14 0.06
H 0.08 0.03 -0.04
H 0.06 0.02 0.04
H -0.06 0.01 -0.01
H 0.02 0.00 0.00
N 0.02 0.00 0.10
N -0.20 0.09 -0.18
C 0.16 -0.19 0.02
N -0.06 -0.02 -0.03
S 0.06 0.25 0.03
H 0.11 0.06 -0.06
H -0.01 0.17 0.04
H -0.01 0.05 0.03
H -0.02 -0.04 0.01
H -0.04 0.04 -0.01
O -0.06 -2.00 -0.43
N 0.33 0.06 0.58
N 0.25 0.02 0.46
O 0.27 -1.85 -1.04
C -0.29 -0.41 -0.47
C 0.06 0.18 0.19
C -0.03 -0.07 -0.05
C -0.02 -0.03 0.01
C 0.06 0.00 -0.16
C 0.06 0.25 0.13
H -0.01 0.00 -0.02
H 0.00 0.03 -0.01
H 0.05 -0.02 0.00
H 0.01 0.01 0.05
H -0.03 -0.07 0.00
Cl -0.21 -0.25 0.21
C 0.18 0.10 -0.25
C 0.00 0.05 0.09
C -0.12 -0.03 0.00
C -0.01 -0.05 -0.03
C 0.24 0.20 0.48
Cl 0.31 -0.03 -0.04
C -0.20 -0.28 0.11
N -0.12 0.24 -0.11
C 0.17 0.20 0.02
C -0.05 0.04 -0.12
C 0.04 0.03 0.03
C 0.04 -0.02 0.05
C 0.09 -0.01 -0.08
C 0.03 -0.25 -0.21
C 0.44 0.13 -0.45
C -0.94 -0.02 0.05
O -0.09 -0.12 0.20
O -1.69 -0.42 0.86
H 0.00 0.05 0.03
H -0.01 -0.01 -0.03
H 0.04 0.02 -0.03
H -0.05 0.08 -0.22
H -0.04 -0.04 0.03
H -0.01 -0.04 0.01
H 0.03 0.02 0.00
H -0.06 -0.02 0.01
H -0.03 -0.06 0.08
H -0.10 0.21 -0.19